1.
A 7-piece molecular cluster, C36H66N13O3 overall in a non-equilibrium geometry, computed with ωB97M-V/def2-TZVPD.

ORCA input file:
```
! RIJCOSX wB97M-V def2-TZVPD def2/J DEFGRID3
* xyz 5 1
N 0.24 1.31 0.45
O 0.43 1.78 1.59
O -0.19 2.03 -0.49
O 0.41 0.07 0.24
C -2.99 7.54 -0.45
C -2.06 6.88 0.55
N -2.47 5.53 0.93
C -1.81 4.77 1.88
C -2.39 3.55 1.90
N -3.35 3.54 0.91
C -3.36 4.75 0.33
C -4.04 2.34 0.54
H -2.66 8.56 -0.61
H -4.01 7.56 -0.06
H -2.97 6.98 -1.39
H -2.04 7.45 1.48
H -1.01 6.87 0.25
H -0.90 5.12 2.36
H -2.21 2.68 2.50
H -4.03 5.08 -0.44
H -4.55 2.40 -0.42
H -4.79 2.07 1.29
H -3.38 1.47 0.40
C 4.96 1.77 -0.36
C 3.61 1.07 -0.30
N 3.66 -0.19 0.42
C 4.30 -1.33 0.05
C 4.13 -2.26 1.04
N 3.32 -1.64 1.96
C 3.08 -0.38 1.62
C 2.87 -2.26 3.21
H 5.39 1.92 0.63
H 4.85 2.72 -0.87
H 5.74 1.27 -0.93
H 3.08 0.94 -1.24
H 2.85 1.68 0.19
H 4.95 -1.38 -0.81
H 4.58 -3.23 1.21
H 2.52 0.28 2.26
H 3.62 -2.89 3.67
H 2.03 -2.90 2.93
H 2.48 -1.49 3.88
C 4.46 5.47 4.13
C 4.80 4.56 2.94
N 3.83 4.73 1.86
C 2.79 3.89 1.61
C 2.12 4.40 0.54
N 2.80 5.51 0.13
C 3.91 5.65 0.89
C 2.35 6.50 -0.82
H 4.55 6.52 3.86
H 5.23 5.31 4.88
H 3.52 5.31 4.67
H 4.81 3.55 3.36
H 5.82 4.77 2.63
H 2.64 3.01 2.22
H 1.26 4.18 -0.07
H 4.56 6.51 0.96
H 1.59 7.17 -0.41
H 2.02 6.06 -1.75
H 3.15 7.20 -1.07
C 0.96 -0.12 -4.05
C 0.14 -1.41 -4.25
N -1.29 -1.17 -4.16
C -1.91 -0.43 -3.17
C -3.25 -0.52 -3.42
N -3.40 -1.30 -4.55
C -2.21 -1.71 -4.96
C -4.71 -1.61 -5.17
H 0.44 0.69 -4.56
H 2.01 -0.22 -4.31
H 0.88 0.12 -2.99
H 0.45 -2.18 -3.55
H 0.35 -1.84 -5.24
H -1.27 0.08 -2.46
H -4.11 -0.14 -2.91
H -2.05 -2.30 -5.85
H -4.71 -1.37 -6.22
H -5.49 -1.07 -4.63
H -4.86 -2.68 -5.03
C 2.02 -4.76 -2.04
C 1.04 -5.32 -1.03
N -0.34 -4.82 -1.22
C -0.73 -3.49 -1.22
C -2.06 -3.47 -1.46
N -2.48 -4.78 -1.54
C -1.41 -5.58 -1.48
C -3.83 -5.25 -1.84
H 3.03 -5.07 -1.78
H 1.93 -3.68 -2.15
H 1.75 -5.14 -3.03
H 1.29 -5.08 0.01
H 1.00 -6.40 -1.17
H -0.03 -2.68 -1.07
H -2.74 -2.64 -1.44
H -1.44 -6.65 -1.59
H -3.77 -6.33 -1.95
H -4.12 -4.94 -2.84
H -4.52 -4.91 -1.07
C -1.59 -7.05 2.13
C -2.12 -6.21 3.28
N -2.22 -4.79 2.89
C -3.14 -4.26 2.02
C -2.81 -2.95 1.84
N -1.67 -2.70 2.55
C -1.33 -3.84 3.17
C -0.90 -1.45 2.55
H -0.56 -6.88 1.80
H -2.25 -7.02 1.26
H -1.66 -8.08 2.51
H -1.36 -6.23 4.07
H -3.04 -6.55 3.73
H -3.99 -4.84 1.70
H -3.33 -2.12 1.40
H -0.53 -3.86 3.90
H -1.44 -0.69 1.99
H 0.10 -1.57 2.16
H -0.89 -1.07 3.57
*
```

Values from the calculation:
- E_LUMO (hartree) = -0.3800
- relative energy (zero: lowest compared OMol25 entry of this formula, charge and spin) (eV) = 1.625
- HOMO (eV) = -19.766
- E (eV) = -63866.6664

2.
One molecule with the formula C8H9NO2S in a non-equilibrium geometry, computed with ωB97M-V/def2-TZVPD.

ORCA input file:
```
! RIJCOSX wB97M-V def2-TZVPD def2/J DEFGRID3
* xyz 0 1
N -2.04 -1.22 1.17
C -2.25 -0.12 0.51
S -3.26 1.18 0.79
C -1.38 -0.05 -0.80
O -1.63 -1.31 -1.37
O -1.93 0.93 -1.61
C -0.04 0.19 -0.30
C 0.92 -0.88 -0.23
C 2.23 -0.53 0.06
C 2.63 0.73 0.29
C 1.70 1.72 0.48
C 0.33 1.46 0.09
H -1.25 -1.81 0.80
H -2.45 -1.42 2.02
H -2.04 -1.21 -2.27
H -2.62 1.49 -1.00
H 0.64 -1.81 -0.61
H 2.98 -1.24 -0.18
H 3.61 0.88 0.69
H 2.07 2.77 0.70
H -0.52 2.10 -0.09
*
```

Values from the calculation:
- E_LUMO (hartree) = 0.0139
- relative energy (zero: lowest compared OMol25 entry of this formula, charge and spin) (eV) = 1.066
- HOMO (eV) = -8.884
- E (eV) = -24861.2490

3.
C39H43N3O3P2Pt as an isolated structure in a non-equilibrium geometry, computed with ωB97M-V/def2-TZVPD.

ORCA input file:
```
! RIJCOSX wB97M-V def2-TZVPD def2/J DEFGRID3
* xyz 2 1
Pt 0.30 0.42 0.34
C 1.68 2.16 2.48
C 2.91 1.76 1.68
P 2.57 0.48 0.42
C 3.98 -0.64 0.56
C 3.93 -2.03 0.46
C 5.11 -2.76 0.56
C 6.32 -2.12 0.76
C 6.37 -0.73 0.87
C 5.21 0.00 0.78
C 2.72 1.16 -1.27
C 1.71 0.81 -2.16
C 1.70 1.24 -3.48
C 2.76 2.03 -3.93
C 3.81 2.35 -3.07
C 3.80 1.90 -1.76
P 0.54 0.78 2.42
C 1.32 -0.54 3.32
C 1.61 -1.76 2.71
C 2.31 -2.74 3.42
C 2.69 -2.50 4.73
C 2.38 -1.29 5.35
C 1.70 -0.32 4.65
C -0.91 1.36 3.29
C -1.50 0.64 4.34
C -2.59 1.18 5.02
C -3.10 2.42 4.65
C -2.53 3.12 3.59
C -1.45 2.59 2.90
H 1.17 3.04 2.09
H 1.92 2.37 3.52
H 3.43 2.61 1.24
H 3.63 1.29 2.36
H 2.99 -2.53 0.27
H 5.07 -3.84 0.48
H 7.23 -2.70 0.83
H 7.32 -0.23 1.03
H 5.26 1.08 0.89
H 0.92 0.11 -1.85
H 0.90 0.94 -4.14
H 2.78 2.37 -4.95
H 4.64 2.94 -3.44
H 4.64 2.15 -1.12
H 1.30 -1.93 1.69
H 2.56 -3.67 2.94
H 3.23 -3.26 5.28
H 2.69 -1.11 6.37
H 1.48 0.63 5.15
H -1.09 -0.31 4.65
H -3.03 0.64 5.84
H -3.94 2.84 5.19
H -2.92 4.10 3.31
H -1.01 3.17 2.10
C -3.91 -0.13 1.90
C -3.02 0.38 0.82
O -1.99 -0.25 0.49
N -3.37 1.52 0.20
C -2.65 2.01 -0.97
C -1.66 3.09 -0.68
C -2.05 4.42 -0.70
C -1.11 5.42 -0.52
C 0.21 5.05 -0.37
C 0.53 3.71 -0.36
N -0.38 2.73 -0.47
H -3.64 -1.16 2.11
H -4.96 -0.06 1.63
H -3.74 0.46 2.80
H -4.21 1.98 0.50
H -3.38 2.37 -1.69
H -2.15 1.16 -1.42
H -3.10 4.66 -0.88
H -1.40 6.46 -0.54
H 1.00 5.79 -0.28
H 1.56 3.39 -0.27
O 1.67 -2.51 -1.53
C 0.63 -2.80 -0.96
O -0.04 -2.08 -0.14
C 0.08 -4.18 -1.25
N -1.29 -4.28 -0.54
C -1.23 -5.43 0.44
C 0.25 -5.52 0.76
C 0.91 -5.30 -0.61
H -0.07 -4.29 -2.32
H -2.07 -4.34 -1.19
H -1.33 -3.37 -0.05
H -1.57 -6.32 -0.09
H -1.90 -5.23 1.27
H 0.50 -6.48 1.21
H 0.54 -4.72 1.46
H 0.83 -6.22 -1.20
H 1.95 -5.01 -0.58
*
```

Values from the calculation:
- E_LUMO (hartree) = -0.2048
- relative energy (zero: lowest compared OMol25 entry of this formula, charge and spin) (eV) = 2.606
- HOMO (eV) = -12.926
- E (eV) = -73567.4490

4.
One molecule with the formula C2H4NO2P in a non-equilibrium geometry, computed with ωB97M-V/def2-TZVPD.

ORCA input file:
```
! RIJCOSX wB97M-V def2-TZVPD def2/J DEFGRID3
* xyz 0 1
C -0.27 0.67 0.12
C 0.18 -0.60 -0.42
N -2.58 0.72 -0.46
O -1.40 1.28 -0.53
O -3.10 0.42 0.90
P -3.17 -0.84 -0.15
H -0.34 0.64 1.35
H 0.58 1.37 -0.05
H 0.59 -0.50 -1.35
H 0.28 -1.66 0.09
*
```

Values from the calculation:
- E_LUMO (spin up / spin down) (hartree) = -0.0231 / -0.0204
- relative energy (zero: lowest compared OMol25 entry of this formula, charge and spin) (eV) = 8.227
- HOMO (spin up / spin down) (eV) = -8.903 / -8.058
- E (eV) = -17005.1825

5.
A 7-piece molecular cluster, C6H24BrN12O6 overall in a non-equilibrium geometry, computed with ωB97M-V/def2-TZVPD.

ORCA input file:
```
! RIJCOSX wB97M-V def2-TZVPD def2/J DEFGRID3
* xyz -1 1
Br -0.14 -0.69 0.41
C -1.51 -3.73 2.29
O -1.59 -4.90 2.71
N -2.15 -3.25 1.20
N -1.03 -2.75 3.07
H -2.85 -3.77 0.71
H -2.17 -2.24 1.07
H -1.09 -1.88 2.55
H -0.93 -2.77 4.06
C 2.92 -1.48 3.62
O 3.75 -1.27 4.50
N 2.46 -0.55 2.75
N 2.34 -2.72 3.46
H 2.64 0.43 2.83
H 1.67 -0.87 2.20
H 2.30 -3.21 4.35
H 1.44 -2.86 3.03
C -0.88 -1.75 -4.03
O -0.23 -0.76 -4.38
N -1.09 -2.84 -4.86
N -1.20 -1.97 -2.73
H -0.38 -3.08 -5.52
H -1.64 -3.57 -4.46
H -1.61 -2.82 -2.40
H -0.91 -1.31 -2.02
C -1.13 2.22 -2.86
O -2.02 2.75 -2.18
N -1.11 2.46 -4.20
N -0.15 1.42 -2.37
H -1.88 2.91 -4.64
H -0.20 2.43 -4.63
H 0.35 0.86 -3.05
H -0.18 1.02 -1.44
C -1.60 2.78 2.26
O -1.86 3.70 3.07
N -2.00 1.50 2.51
N -1.15 3.07 1.03
H -1.57 0.79 1.93
H -2.52 1.36 3.36
H -0.63 2.43 0.47
H -0.94 4.06 0.99
C 3.00 2.84 -0.35
O 3.95 3.40 0.18
N 2.75 1.51 -0.30
N 2.05 3.53 -1.07
H 1.92 1.04 -0.62
H 3.43 0.96 0.21
H 1.20 3.08 -1.35
H 2.17 4.48 -1.36
*
```

Values from the calculation:
- E_LUMO (hartree) = 0.0844
- relative energy (zero: lowest compared OMol25 entry of this formula, charge and spin) (eV) = 0.695
- HOMO (eV) = -6.900
- E (eV) = -106829.8485

6.
C24H26N2PRhSSbSe4 as an isolated structure, computed with ωB97M-V/def2-TZVPD.

ORCA input file:
```
! RIJCOSX wB97M-V def2-TZVPD def2/J DEFGRID3
* xyz -1 5
Rh 1.45 0.95 1.06
Se 5.46 3.40 1.91
Sb 4.62 1.13 1.81
Se 3.30 1.02 -0.49
Se 1.38 1.76 3.24
Se 6.42 -0.57 1.62
C -1.86 0.01 3.16
C -2.73 -0.46 2.03
C -3.97 -1.04 2.32
C -4.83 -1.48 1.33
C -4.46 -1.35 0.00
C -3.23 -0.78 -0.31
C -2.35 -0.33 0.68
P -0.77 0.53 0.20
C -0.57 0.06 -1.56
C -0.55 1.07 -2.52
C -0.27 0.80 -3.85
C 0.02 -0.50 -4.24
C 0.01 -1.52 -3.29
C -0.29 -1.27 -1.95
C -0.32 -2.44 -0.99
C -1.38 2.26 0.20
C -2.73 2.62 0.12
C -3.11 3.95 0.29
C -2.14 4.91 0.55
C -0.80 4.55 0.60
C -0.40 3.23 0.41
C 1.05 2.86 0.34
H -2.33 -0.19 4.13
H -1.66 1.08 3.09
H -0.89 -0.49 3.14
H -4.27 -1.13 3.37
H -5.78 -1.92 1.59
H -5.12 -1.68 -0.79
H -2.96 -0.66 -1.35
H -0.75 2.09 -2.21
H -0.26 1.60 -4.58
H 0.26 -0.73 -5.27
H 0.24 -2.53 -3.59
H -1.34 -2.82 -0.87
H 0.05 -2.18 0.00
H 0.30 -3.26 -1.37
H -3.49 1.87 -0.06
H -4.16 4.22 0.24
H -2.43 5.94 0.71
H -0.05 5.31 0.79
H 1.68 3.58 0.84
H 1.36 2.85 -0.70
S 1.95 -1.48 2.01
C 2.86 -2.36 0.88
N 3.92 -3.10 1.20
C 4.64 -3.59 0.03
C 3.84 -2.98 -1.13
N 2.65 -2.46 -0.44
H 4.43 -2.85 2.04
H 4.66 -4.68 0.00
H 5.66 -3.21 0.05
H 3.56 -3.72 -1.89
H 4.38 -2.16 -1.61
H 2.10 -1.74 -0.88
*
```

Values from the calculation:
- E_LUMO (spin up / spin down) (hartree) = 0.0844 / 0.0378
- relative energy (zero: lowest compared OMol25 entry of this formula, charge and spin) (eV) = 0.000
- HOMO (spin up / spin down) (eV) = -3.807 / -3.937
- E (eV) = -319348.9449

7.
A 2-piece molecular cluster, C5H6BrF overall in a non-equilibrium geometry, computed with ωB97M-V/def2-TZVPD.

ORCA input file:
```
! RIJCOSX wB97M-V def2-TZVPD def2/J DEFGRID3
* xyz 0 1
C 2.03 1.93 -0.78
C -0.77 -0.95 -0.04
C 1.61 0.70 -0.78
C 0.06 -0.07 0.43
C -2.02 -1.39 0.71
F 1.79 -0.26 -1.67
Br 0.30 0.70 2.12
H 2.89 2.23 -1.28
H 1.95 2.62 0.07
H -0.96 -1.25 -1.05
H -2.61 -0.47 0.45
H -1.78 -1.61 1.69
H -2.48 -2.19 0.13
*
```

Values from the calculation:
- E_LUMO (hartree) = 0.0287
- relative energy (zero: lowest compared OMol25 entry of this formula, charge and spin) (eV) = 2.756
- HOMO (eV) = -9.422
- E (eV) = -78037.6323

8.
One molecule with the formula C2H3FN2O4 in a non-equilibrium geometry, computed with ωB97M-V/def2-TZVPD.

ORCA input file:
```
! RIJCOSX wB97M-V def2-TZVPD def2/J DEFGRID3
* xyz 0 1
C 0.04 -0.25 -1.32
C -0.25 0.36 0.03
F -0.85 1.56 -0.04
N 1.13 0.64 0.77
O 2.12 0.29 0.17
O 1.12 1.17 1.79
N -1.06 -0.64 0.93
O -0.66 -1.79 1.01
O -1.91 -0.10 1.61
H -0.88 -0.01 -1.88
H 0.87 0.08 -1.85
H 0.33 -1.29 -1.23
*
```

Values from the calculation:
- E_LUMO (hartree) = -0.0326
- relative energy (zero: lowest compared OMol25 entry of this formula, charge and spin) (eV) = 0.000
- HOMO (eV) = -11.904
- E (eV) = -16003.7442